Here is a molecular structure, C10H15AsMoN2O3PS6 from OMol25. Energies are from ωB97M-V/def2-TZVPD.

Structure (XYZ):
```
39
Properties=species:S:1:pos:R:3
Mo 0.021 -0.028 -2.340
As -2.864 -1.616 -3.262
S 0.468 -1.902 -3.097
S -2.154 0.479 -2.831
S 0.081 2.399 -2.508
S 2.318 0.324 -1.990
S -2.850 -1.972 -5.234
S -3.409 -2.572 -1.581
P -0.212 -0.650 0.043
O 0.811 -0.029 1.062
O -0.103 -2.180 0.328
O -1.668 -0.244 0.402
N 5.096 2.654 -1.414
N 2.157 5.435 -2.328
C 0.144 2.003 2.249
C 1.953 4.306 -2.278
C 1.041 1.409 1.192
C 2.658 1.987 -1.939
C -2.350 -0.649 1.643
C 4.008 2.368 -1.647
C 1.679 2.901 -2.219
C -3.629 0.138 1.727
C 1.160 -2.920 0.297
C 1.436 -3.484 1.666
H 0.616 -4.123 1.989
H 1.020 -3.702 -0.448
H -4.254 -0.057 0.857
H 1.576 -2.687 2.395
H -0.905 1.941 1.959
H -1.680 -0.449 2.479
H 0.397 3.056 2.377
H 2.345 -4.083 1.628
H -4.175 -0.158 2.622
H 0.880 1.878 0.221
H 2.093 1.495 1.454
H 1.960 -2.254 -0.031
H 0.286 1.500 3.204
H -3.427 1.207 1.785
H -2.525 -1.721 1.569
```

The calculation puts the HOMO-LUMO gap (alpha / beta) at 6.38 / 6.38 eV. Its energy is -5759.56346 Eh. For the energy above the lowest of the compared OMol25 structures with the same formula, charge and spin, the calculation gives 10.55 kJ/mol. As for the charge: +1.


Here is a molecular structure, C10H15Br2ClF10SSb from OMol25. Energies are from ωB97M-V/def2-TZVPD.

Structure (XYZ):
```
40
Properties=species:S:1:pos:R:3
Sb 1.248 0.987 -0.005
Br 2.766 -2.166 0.124
Br 4.942 1.836 -0.337
Cl 2.138 2.073 2.115
S -3.215 -2.899 0.638
F -2.830 -0.394 0.030
F -4.541 -3.300 -0.150
F -4.070 -1.877 1.498
F -0.420 -2.145 -0.607
F -3.720 -1.530 -1.560
F -2.411 -3.983 -0.213
F -3.556 -4.026 1.702
F -1.928 -2.533 1.480
F -1.569 -2.556 -2.400
F -1.498 1.116 1.798
C 0.522 0.059 -1.877
C 4.412 0.003 -0.144
C -1.417 2.423 1.245
C -1.122 3.386 2.392
C -0.961 -0.303 -2.010
C 5.596 -0.931 -0.135
C -1.370 -1.637 -1.402
C 3.134 -0.291 -0.051
C -2.765 -1.537 -0.638
C -0.420 2.448 0.091
H 0.721 0.825 -2.638
H 0.137 3.390 0.105
H -2.049 3.787 2.816
H -1.587 0.492 -1.605
H -0.489 4.214 2.069
H 1.150 -0.802 -2.130
H 6.525 -0.390 0.041
H 0.562 -0.195 1.014
H -2.432 2.593 0.861
H -0.579 2.852 3.174
H 2.142 2.146 -0.905
H -1.234 -0.407 -3.068
H 5.675 -1.456 -1.096
H -0.960 2.416 -0.866
H 5.470 -1.689 0.644
```

The calculation puts the HOMO-LUMO gap at 7.58 eV. Its energy is -7635.27057 Eh. As for the charge: -1.


Here is 2 unconnected molecules or ions with the total composition C10H15Br2F3N3 in a non-equilibrium geometry from OMol25. Energies are from ωB97M-V/def2-TZVPD.

Structure (XYZ):
```
33
Properties=species:S:1:pos:R:3
Br -0.730 3.623 4.294
Br -1.007 3.020 1.021
F 1.957 3.339 3.915
F 0.686 1.473 3.371
F 0.805 4.855 1.951
N -1.705 -3.928 -2.746
N 1.228 1.216 -0.598
N 0.720 -1.728 1.340
C 0.828 -0.195 -0.623
C 0.822 2.844 3.283
C -2.475 -1.925 -2.190
C 0.760 3.426 1.798
C -1.607 -2.922 -1.822
C -0.082 -0.656 0.625
C 2.127 1.502 0.530
C -2.632 -3.589 -3.695
C -3.126 -2.348 -3.377
C 1.991 3.044 0.890
H 1.702 -0.928 -0.799
H -2.859 -4.256 -4.512
H -1.073 -1.106 0.331
H 1.979 3.609 -0.089
H -1.178 -4.783 -2.729
H 0.421 -1.771 2.319
H -0.170 0.220 1.341
H 1.714 -1.467 1.307
H 0.162 -0.316 -1.546
H -2.626 -0.995 -1.663
H -0.928 -3.002 -0.986
H -3.872 -1.804 -3.936
H 2.928 3.384 1.444
H 3.205 1.369 0.134
H 2.035 0.797 1.416
```

The calculation puts the HOMO-LUMO gap at 4.49 eV. Its energy is -6001.85923 Eh. As for the charge: -1.


Here is a molecular structure, C10H15BrF3InN3O from OMol25. Energies are from ωB97M-V/def2-TZVPD.

Structure (XYZ):
```
34
Properties=species:S:1:pos:R:3
In -1.771 1.422 1.320
Br 0.053 -0.463 1.003
F -5.324 1.563 1.760
F -6.437 1.910 -0.053
F -4.633 3.043 0.345
O -4.526 0.884 -0.211
N -0.633 3.172 1.072
N 3.081 -1.511 2.457
N -0.034 -0.855 -2.459
C -0.283 -0.100 -4.526
C -0.523 0.177 -3.203
C 4.000 -0.548 2.746
C -5.188 1.814 0.436
C 0.515 -1.793 -3.282
C 0.379 -1.357 -4.577
C 5.132 -1.168 3.214
C -3.080 1.058 -0.444
C 3.601 -2.741 2.731
C 4.878 -2.567 3.204
H 0.718 -1.878 -5.458
H 6.037 -0.674 3.527
H 3.770 0.493 2.596
H 0.960 -2.688 -2.882
H 5.551 -3.352 3.508
H -2.494 1.286 2.882
H -2.822 0.125 -0.940
H -0.251 3.229 0.131
H -2.977 1.868 -1.170
H 2.156 -1.329 2.094
H 3.024 -3.636 2.568
H -1.251 3.978 1.151
H -0.076 -0.910 -1.447
H -0.552 0.527 -5.360
H -0.997 1.021 -2.732
```

The calculation puts the HOMO-LUMO gap at 8.39 eV. Its energy is -3693.40451 Eh. As for the charge: -1.


Here is a molecular structure, C10H15CaClN5O4 in a non-equilibrium geometry from OMol25. Energies are from ωB97M-V/def2-TZVPD.

Structure (XYZ):
```
36
Properties=species:S:1:pos:R:3
Ca 9.827 -8.263 5.674
Cl 15.175 -10.552 6.803
O 16.215 -10.065 5.922
O 13.950 -10.666 6.034
O 14.772 -9.603 7.776
O 15.592 -11.738 7.451
N 10.317 -5.211 9.777
N 7.694 -11.460 9.351
N 13.304 -5.326 3.223
N 8.979 -11.200 1.408
N 4.605 -7.815 6.067
C 5.910 -12.821 10.504
C 11.135 -4.758 12.193
C 2.350 -7.465 7.446
C 14.218 -4.817 2.659
C 8.783 -12.094 0.731
C 10.610 -4.959 10.870
C 3.587 -7.692 6.657
C 8.568 -13.279 -0.137
C 15.407 -4.283 1.925
C 6.895 -12.048 9.888
H 7.549 -13.651 -0.032
H 9.332 -13.985 0.188
H 5.048 -13.003 9.862
H 8.839 -13.066 -1.171
H 2.442 -6.548 8.029
H 6.187 -13.796 10.904
H 15.278 -3.753 0.981
H 10.453 -5.078 12.981
H 16.073 -5.141 1.841
H 5.467 -12.416 11.414
H 11.369 -3.702 12.328
H 12.127 -5.200 12.281
H 15.980 -3.654 2.607
H 1.462 -7.374 6.822
H 2.147 -8.226 8.199
```

The calculation puts the HOMO-LUMO gap at 2.76 eV. Its energy is -2101.85560 Eh. For the energy above the lowest of the compared OMol25 structures with the same formula, charge and spin, the calculation gives 1042.91 kJ/mol. As for the charge: +1.


Here is a molecular structure, C10H15ClNO6P2Y from OMol25. Energies are from ωB97M-V/def2-TZVPD.

Structure (XYZ):
```
36
Properties=species:S:1:pos:R:3
Y -0.687 -0.878 1.814
Cl -3.602 0.072 2.886
P 0.184 2.358 0.877
P 2.760 1.157 1.217
O 4.153 1.147 0.712
O 0.022 2.036 2.315
O -0.617 3.702 0.481
O -0.341 1.250 -0.125
O 2.741 1.657 2.756
O 1.812 0.006 1.044
N 1.967 2.315 -1.103
C 1.896 2.596 0.345
C -1.354 -3.283 -0.400
C -2.146 -5.239 -1.727
C -2.644 0.653 1.349
C -0.739 -2.864 -1.636
C -0.831 -3.575 -2.814
C -1.281 -2.555 0.804
C -1.536 -4.783 -2.905
C -2.065 -4.535 -0.545
C 2.481 3.949 0.727
H 1.806 1.682 3.031
H -1.537 3.609 0.765
H -3.328 0.330 0.559
H -0.331 -3.180 -3.698
H 3.555 3.939 0.531
H 2.789 1.746 -1.288
H -2.702 -6.176 -1.743
H 2.009 4.750 0.150
H 2.062 3.177 -1.625
H 0.245 1.250 -0.910
H -1.594 -5.341 -3.833
H 2.331 4.156 1.786
H -0.158 -1.946 -1.623
H -2.550 -4.923 0.346
H -2.769 1.739 1.481
```

The calculation puts the HOMO-LUMO gap at 3.08 eV. Its energy is -2077.57606 Eh. For the energy above the lowest of the compared OMol25 structures with the same formula, charge and spin, the calculation gives 594.32 kJ/mol. As for the charge: -2.